1.
Molecular formula: C13H18Br30ClS
Method: DFT, wB97M-V/def2-TZVPD

XYZ file:
```
63
Properties=species:S:1:pos:R:3:forces:R:3:nbo_charge:R:1
S -2.51473 1.80913 -0.39815 0.4 0.6 1.6 0.391
C -1.50564 2.40821 1.01216 0.8 -0.1 -0.7 -0.509
C -0.00379 2.28765 0.66122 -0.4 0.1 0.2 -0.463
C 0.64147 1.14956 1.42954 -0.4 0.1 -0.5 -0.398
Cl 0.94840 1.53176 3.13380 0.0 0.0 0.0 -0.040
H -2.12984 0.50708 -0.44550 0.3 0.2 -0.1 0.206
H -1.86507 2.35052 -1.45775 0.3 -0.3 0.1 0.217
H -1.77713 1.75935 1.84656 -0.2 0.1 0.0 0.269
H -1.84523 3.42843 1.18482 -0.1 -0.1 0.0 0.269
H 0.09366 2.02548 -0.39702 0.2 0.2 0.0 0.226
H 0.47861 3.25789 0.79378 0.2 -0.1 0.1 0.258
H -0.04421 0.29974 1.37669 0.4 0.2 0.3 0.214
H 1.55073 0.86928 0.90588 0.1 -0.1 0.5 0.232
C -1.88842 -2.30200 1.94882 -0.1 -0.2 0.0 -0.503
Br -0.89887 -1.77530 0.37468 -0.1 -0.2 -0.2 0.074
Br -3.03570 -0.87995 2.57123 0.0 0.0 -0.1 0.079
Br -2.85249 -3.92176 1.63604 0.0 0.1 0.0 0.145
H -1.16308 -2.49248 2.72866 0.0 0.1 0.0 0.234
C -4.04861 -5.73766 -1.93702 0.1 0.0 0.0 -0.504
Br -5.12935 -6.04407 -0.37122 -0.1 0.1 -0.4 0.095
Br -3.92279 -7.30760 -3.03417 0.0 0.1 0.0 0.115
Br -4.66605 -4.21079 -2.93621 0.0 0.0 0.0 0.078
H -3.05002 -5.50635 -1.59279 0.0 0.0 0.0 0.227
C 0.51589 -0.24467 -3.06226 -0.1 -0.2 0.0 -0.517
Br 1.76421 -0.64869 -1.65463 0.0 0.0 -0.1 0.109
Br 0.48566 1.64749 -3.42128 -0.1 0.0 0.0 0.094
Br 0.83476 -1.29799 -4.63221 0.0 0.1 0.0 0.131
H -0.47064 -0.51229 -2.70678 0.0 0.0 0.0 0.212
C 5.19316 2.03602 -0.98398 0.1 0.1 -0.1 -0.507
Br 4.65805 2.09137 -2.83237 0.0 0.0 0.1 0.089
Br 6.25116 3.56366 -0.49790 -0.1 -0.1 0.0 0.114
Br 3.67990 1.81483 0.18762 0.3 0.2 0.0 0.062
H 5.81702 1.16248 -0.86091 0.0 0.0 0.0 0.232
C 1.16036 -5.51035 -1.06031 0.0 -0.1 0.0 -0.496
Br 1.46691 -4.60898 0.61833 0.0 0.0 -0.1 0.082
Br -0.48098 -6.51944 -1.03610 0.0 0.0 0.1 0.090
Br 1.21930 -4.32505 -2.57454 0.0 0.0 0.2 0.096
H 1.96464 -6.22383 -1.17052 0.0 0.0 0.0 0.231
C -6.28263 0.70924 -2.78483 -0.1 -0.1 -0.3 -0.490
Br -7.64333 0.56757 -1.44791 0.1 0.0 0.0 0.134
Br -6.70799 2.00337 -4.13158 0.1 0.0 0.1 0.129
Br -4.55028 1.09850 -1.95443 -1.7 -0.4 -0.9 0.006
H -6.19646 -0.25316 -3.27017 0.1 0.0 0.0 0.232
C -4.30622 -6.94673 4.60104 -0.1 0.0 0.1 -0.498
Br -4.76668 -6.64011 2.75211 0.1 -0.1 0.3 0.079
Br -3.00449 -5.67443 5.23101 0.0 0.0 0.0 0.083
Br -5.86429 -6.98463 5.72392 0.0 0.0 0.0 0.109
H -3.84771 -7.92375 4.65494 0.0 0.0 0.0 0.229
C -0.06464 5.95973 -1.55268 0.2 0.1 0.1 -0.498
Br 1.40684 4.75824 -1.84950 0.0 0.0 0.0 0.113
Br -1.77924 5.08596 -1.79316 0.0 0.0 -0.1 0.050
Br 0.05368 6.80140 0.16679 -0.1 -0.1 0.0 0.127
H -0.00290 6.73466 -2.30413 -0.1 0.0 0.0 0.236
C 2.99945 6.62655 2.93961 0.0 0.1 -0.1 -0.501
Br 3.88200 7.22280 1.33714 0.0 0.0 0.0 0.100
Br 1.64616 7.86899 3.51321 0.0 0.0 0.0 0.096
Br 2.28232 4.85237 2.73048 0.0 -0.1 0.1 0.079
H 3.74625 6.57968 3.71924 0.0 0.0 0.0 0.231
C 8.78626 0.22689 0.08876 0.1 0.0 0.0 -0.498
Br 8.25579 0.28114 -1.76601 0.0 0.0 0.1 0.092
Br 9.84340 1.75650 0.57359 -0.1 0.0 0.0 0.114
Br 7.27081 0.00338 1.26420 0.0 0.0 -0.1 0.084
H 9.41266 -0.64484 0.21216 0.0 0.0 0.0 0.230
```
Positions in Å, forces in eV/Å.

**E_HOMO**: -11.86 eV
**Molar mass**: 2638.93 Da
**Electronic energy**: -2138394.661 eV
**Frontier orbital gap**: 8.6 eV
**Charge**: +1

2.
Molecular formula: C4H10S2
Method: DFT, wB97M-V/def2-TZVPD

XYZ file:
```
16
Properties=species:S:1:pos:R:3:forces:R:3:nbo_charge:R:1
C 1.30741 -0.08173 0.40422 0.0 -1.6 1.4 -0.405
C 1.63655 1.09160 -0.08518 0.3 0.5 -0.6 -0.179
C 2.48396 1.28800 -1.31016 -0.6 1.4 -1.1 -0.656
H 0.66395 -0.28531 1.28069 0.2 0.7 -0.5 0.205
H 1.79362 -1.01583 0.10041 -0.2 0.4 -0.5 0.190
H 1.23395 2.01403 0.32092 -0.1 -0.1 0.2 0.196
H 2.50727 0.47618 -2.00194 -0.3 -1.1 -0.2 0.215
H 2.04836 2.12329 -1.92340 0.3 -0.5 0.6 0.211
H 3.52966 1.53872 -1.22384 0.4 0.3 0.8 0.222
C -2.56397 -1.32877 -0.35432 1.8 2.2 -4.0 -0.877
S -3.34483 -1.65119 1.12261 -1.3 -0.2 2.4 0.185
S -2.21558 -1.12108 2.78969 1.0 -1.0 0.5 -0.192
H -3.15193 -0.49112 -0.79768 -0.3 -1.1 -0.5 0.236
H -2.27333 -2.09531 -1.19900 -0.8 1.0 2.2 0.250
H -1.70967 -0.64537 -0.25541 0.6 -0.8 0.5 0.267
H -1.94541 0.18389 3.13238 -0.9 0.0 -1.2 0.133
```
Positions in Å, forces in eV/Å.

**E_HOMO**: -8.79 eV
**Molar mass**: 122.26 Da
**Electronic energy**: -25978.404 eV
**Frontier orbital gap**: 9.0 eV
**SMILES**: C=CC.CSS
**Charge**: 0
**Energy relative to the best compared isomer or geometry (same formula, charge and spin)**: 248.93 kJ/mol

3.
Molecular formula: C9H14N2PTc
Method: DFT, wB97M-V/def2-TZVPD

XYZ file:
```
27
Properties=species:S:1:pos:R:3:forces:R:3:mulliken_spin:R:1
C 1.18567 0.26062 -2.69111 0.8 1.3 -1.3 -0.168
C 0.02835 0.17628 -3.59240 0.8 -0.3 1.0 0.123
C -0.50106 -1.13863 -3.39327 -0.7 -0.1 -0.5 0.107
C 0.23227 -1.75848 -2.35895 -0.8 0.4 0.8 -0.072
C 1.18508 -0.84028 -1.80375 1.4 -1.9 -0.6 0.106
Tc -0.45983 0.52893 -1.38762 -1.2 -2.2 0.2 2.812
P 0.15206 2.53259 -0.65119 0.0 2.5 0.1 -0.057
H 1.99986 0.94790 -2.81908 0.0 0.4 0.1 -0.005
H -0.34781 0.96113 -4.27314 0.6 -0.7 0.3 0.054
H -1.30146 -1.59523 -4.02430 0.8 0.4 0.9 0.008
H 1.89448 -1.12813 -0.96529 -0.8 0.7 -1.5 0.002
H 0.11432 -2.77116 -1.99823 -0.3 0.1 0.0 -0.007
H -0.65099 3.34985 0.17114 0.2 -0.2 0.4 0.005
H 0.30888 3.55655 -1.58798 0.1 0.0 -0.4 0.027
H 1.42003 2.73358 -0.04584 -0.3 -0.3 0.1 0.027
C -0.02850 0.07838 4.17448 0.0 -1.0 0.3 -0.002
N -0.38042 -0.34911 2.81974 0.0 0.1 -0.8 0.011
C -0.93764 -1.55354 2.37970 0.7 0.2 -0.4 0.005
C -0.99802 -1.48772 1.01470 -0.3 1.7 0.7 0.041
N -0.59325 -0.19792 0.61935 0.2 -0.7 0.9 -0.067
C -0.16546 0.41522 1.73528 -0.9 -0.7 -0.5 0.059
H -0.89661 -0.04714 4.81845 0.0 0.4 0.0 0.000
H 0.72374 -0.61166 4.55533 0.2 0.1 0.0 0.001
H 0.37719 1.09299 4.18587 -0.3 -0.2 -0.1 0.001
H -1.16732 -2.39854 3.01244 0.0 0.3 0.2 -0.001
H -1.43713 -2.17734 0.31840 0.1 -0.1 -0.1 -0.002
H 0.24356 1.42085 1.78727 -0.1 -0.4 0.1 -0.007
```
Positions in Å, forces in eV/Å.

**E_HOMO (alpha / beta)**: -10.24 / -11.66 eV
**Multiplicity**: 4
**Molar mass**: 279.20 Da
**Electronic energy**: -24018.801 eV
**Frontier orbital gap (alpha / beta)**: 7.5 / 7.4 eV
**Charge**: +1
**Energy relative to the best compared isomer or geometry (same formula, charge and spin)**: 0.00 kJ/mol
**<S²>**: 3.769

4.
Molecular formula: C3H8N2O
Method: DFT, wB97M-V/def2-TZVPD

XYZ file:
```
14
Properties=species:S:1:pos:R:3:forces:R:3:nbo_charge:R:1
C -0.45966 -2.66403 0.12517 -0.4 0.1 0.0 -0.655
N 0.42837 -1.21848 0.48327 0.2 -0.1 0.0 -0.742
C 0.31793 -0.06765 -0.34597 0.0 0.0 -0.2 0.786
O 0.32456 -0.15687 -1.55322 0.0 0.0 0.5 -0.600
N 0.23418 1.10682 0.34300 -0.1 -0.2 0.0 -0.623
C 0.00206 2.34335 -0.38144 0.0 0.1 -0.1 -0.414
H -1.23970 -2.62503 0.89605 0.1 0.0 -0.1 0.158
H 0.93923 -2.11297 0.14859 0.1 0.3 0.0 0.494
H -0.89733 -2.34537 -0.82778 0.1 -0.1 0.1 0.173
H 0.55504 -1.08165 1.47955 -0.1 0.0 -0.2 0.400
H -0.02314 1.08196 1.31784 0.1 0.0 -0.1 0.390
H -1.04618 2.45303 -0.68401 0.2 0.0 0.0 0.197
H 0.28678 3.18748 0.25068 0.0 -0.1 -0.1 0.205
H 0.62109 2.34258 -1.27987 -0.1 0.0 0.1 0.231
```
Positions in Å, forces in eV/Å.

**E_HOMO**: -7.88 eV
**Molar mass**: 88.11 Da
**Electronic energy**: -8265.016 eV
**Frontier orbital gap**: 8.4 eV
**Charge**: 0
**Energy relative to the best compared isomer or geometry (same formula, charge and spin)**: 415.87 kJ/mol